Entry 1:
15
Properties=species:S:1:pos:R:3 method="wB97M-V/def2-TZVPD" charge=-1 smiles="C[C@@]1(C(=O)[O-])C=NCO1" homo_energy_ev=-4.29 orbital_gap_ha=0.296
C 0.13 1.60 0.24
C -0.41 0.16 0.04
C -1.93 -0.02 -0.04
O -2.43 0.77 -0.83
O -2.46 -0.92 0.56
C 0.42 -0.40 -1.27
N 1.25 -1.31 -0.85
C 1.15 -1.46 0.56
O 0.10 -0.78 1.06
H 0.97 1.84 -0.33
H 0.31 1.90 1.23
H -0.69 2.39 -0.14
H 0.18 -0.02 -2.18
H 1.13 -2.52 0.91
H 2.27 -1.24 1.05



Entry 2:
45
Properties=species:S:1:pos:R:3 method="wB97M-V/def2-TZVPD" spin_multiplicity=5 homo_energy_ev="-8.44 / -8.39" orbital_gap_ha="0.312 / 0.315"
Mn 0.49 -0.87 0.00
O -1.02 -1.16 3.67
C -0.84 -0.76 2.54
O -0.41 -1.52 1.55
C -1.13 0.67 2.13
C -2.08 0.69 0.91
C -2.78 2.03 0.68
C -1.99 2.75 -0.44
C -0.97 1.72 -0.93
O -1.39 0.46 -0.37
C 0.07 1.57 1.77
C 2.26 0.49 0.63
O 3.06 0.46 1.52
O 2.28 -0.30 -0.48
H -1.68 1.14 2.96
H -2.79 -0.13 1.00
H -2.81 2.62 1.60
H -3.81 1.86 0.37
H -1.51 3.65 -0.08
H -2.66 3.03 -1.25
H -1.05 1.59 -2.01
H -0.45 2.44 1.37
C -0.63 -4.97 -1.90
N 0.67 -4.42 -2.30
C 1.64 -5.20 -3.07
C 0.98 -3.20 -1.90
O 0.21 -2.50 -1.24
H -0.70 -5.98 -2.28
H -1.43 -4.36 -2.32
H -0.72 -4.97 -0.82
H 1.20 -6.17 -3.28
H 2.56 -5.34 -2.52
H 1.85 -4.71 -4.03
H 1.97 -2.83 -2.19
C 1.43 3.89 0.91
C 0.94 3.37 -0.23
C 0.55 1.95 -0.58
C 0.88 1.06 0.59
C 0.98 2.24 2.74
C 1.61 3.32 2.27
H 1.73 4.93 0.84
H 0.89 4.07 -1.07
H 1.14 1.65 -1.45
H 1.15 1.88 3.75
H 2.30 3.86 2.91



Entry 3:
8
Properties=species:S:1:pos:R:3 method="wB97M-V/def2-TZVPD" homo_energy_ev="-9.23 / -8.30" orbital_gap_ha="0.299 / 0.238"
C 0.25 0.41 0.97
C -0.62 -0.69 0.69
N 1.41 1.29 -1.68
F 1.79 -0.02 -1.45
Cl 0.60 1.58 -0.35
Cl -1.98 0.19 1.47
Cl -0.88 -1.15 -1.00
H -0.57 -1.61 1.35



Entry 4:
17
Properties=species:S:1:pos:R:3 method="wB97M-V/def2-TZVPD" charge=+2 homo_energy_ev=-18.68 orbital_gap_ha=0.315
C -0.62 -0.92 0.93
C -2.53 -0.38 -0.47
C 0.39 1.22 0.27
C 3.05 0.58 -0.29
N -1.90 -0.18 -1.50
N 0.41 -0.13 0.44
N -1.80 -1.04 0.57
S 1.91 1.98 -0.25
Cl -4.20 -0.28 0.02
Cl -0.96 2.23 0.41
H -0.20 -1.67 1.61
H 2.92 -0.02 -1.15
H 2.90 -0.10 0.51
H 4.13 0.81 -0.20
H -2.39 0.09 -2.31
H 1.36 -0.48 0.56
H -2.49 -1.70 0.83



Entry 5:
63
Properties=species:S:1:pos:R:3 method="wB97M-V/def2-TZVPD" spin_multiplicity=6 charge=+2 homo_energy_ev="-11.25 / -14.63" orbital_gap_ha="0.205 / 0.193"
Ru -0.11 0.58 -0.07
P 1.90 -0.37 0.09
C 2.24 -0.56 -1.70
C 1.02 -1.25 -2.25
N -0.15 -0.87 -1.71
C -1.32 -1.33 -2.19
C -1.34 -2.22 -3.28
C -0.13 -2.64 -3.84
C 1.05 -2.12 -3.35
C -2.58 -0.73 -1.60
P -2.13 0.87 -0.79
H 2.03 -2.28 -3.78
H -2.31 -2.54 -3.67
H -0.12 -3.36 -4.65
H -3.29 -0.55 -2.43
H -3.05 -1.40 -0.85
H 2.24 0.50 -2.12
H 3.17 -1.10 -1.90
H 0.99 2.79 -1.98
O 1.73 2.12 -2.35
H 2.50 2.64 -2.59
H -0.43 2.77 -0.70
O -0.12 3.48 -1.39
H -0.08 4.38 -1.01
C -2.45 1.93 -2.25
H -3.42 1.63 -2.68
H -2.45 3.00 -1.98
H -1.66 1.77 -3.00
C -3.43 1.17 0.43
H -3.09 2.00 1.07
H -4.38 1.44 -0.05
H -3.57 0.28 1.06
C 2.04 -2.08 0.68
H 3.01 -2.50 0.38
H 1.93 -2.09 1.77
H 1.24 -2.68 0.23
C 3.38 0.46 0.76
H 3.16 0.62 1.83
H 4.27 -0.18 0.63
H 3.53 1.44 0.26
C 0.51 4.70 2.82
C 1.04 4.09 1.67
C 0.69 2.76 1.44
C -0.01 2.01 2.39
C -0.39 2.59 3.62
C -0.19 3.95 3.78
N -0.30 0.72 1.97
C -0.43 -0.36 2.83
C 0.19 -0.31 4.11
C 0.16 -1.43 4.93
C -0.44 -2.61 4.49
C -1.03 -2.67 3.23
C -1.05 -1.56 2.40
H 0.65 5.78 2.97
H 1.73 4.56 0.97
H 1.03 2.19 0.54
H -0.81 1.96 4.42
H -0.58 4.43 4.68
H 0.70 0.59 4.45
H 0.62 -1.36 5.92
H -0.44 -3.48 5.14
H -1.48 -3.60 2.88
H -1.52 -1.61 1.40



Entry 6:
72
Properties=species:S:1:pos:R:3 method="wB97M-V/def2-TZVPD" homo_energy_ev=-9.30 orbital_gap_ha=0.215
Pt 0.17 0.79 0.57
O 3.10 -3.96 2.80
C 2.60 -2.93 2.10
C 3.21 -1.67 2.07
C 2.56 -0.67 1.40
N 1.42 -0.88 0.78
C 0.86 -2.07 0.75
C 1.42 -3.15 1.38
C -0.45 -2.05 0.02
O -0.93 -3.03 -0.46
O -1.02 -0.83 -0.04
C 2.99 0.75 1.28
O 4.13 1.09 1.39
O 1.99 1.59 0.97
H 3.84 -3.67 3.34
H 4.14 -1.45 2.59
H 0.94 -4.12 1.37
C 0.48 0.39 -3.76
S 1.01 0.14 -2.06
O 1.75 -1.14 -2.03
C 2.23 1.45 -2.07
C 1.81 2.77 -2.03
C 2.75 3.78 -1.99
C 4.10 3.46 -1.97
C 4.51 2.13 -1.98
C 3.56 1.11 -2.04
H 1.37 0.27 -4.37
H 0.05 1.39 -3.86
H -0.27 -0.37 -3.98
H 0.75 3.00 -2.03
H 2.44 4.82 -1.96
H 4.84 4.25 -1.92
H 5.56 1.88 -1.94
H 3.85 0.07 -2.04
F -2.31 1.98 3.32
Te -0.99 0.57 3.18
F -2.25 -0.35 4.21
F 0.91 0.26 3.40
F -0.75 -1.27 2.70
F -0.57 1.11 4.92
O -2.70 0.07 1.70
C -3.03 1.25 0.92
Si -1.56 2.47 0.49
C -0.69 3.99 1.51
C -1.82 4.98 1.82
C -0.01 3.57 2.81
C 0.42 4.57 0.63
C -2.40 3.21 -1.10
C -1.71 4.42 -1.75
C -2.38 2.08 -2.16
C -3.85 3.62 -0.79
H -3.77 1.81 1.48
H -2.25 -0.58 1.11
H -3.45 0.90 -0.02
H -2.58 4.52 2.46
H -2.29 5.38 0.92
H -1.39 5.83 2.37
H -0.70 3.18 3.55
H 0.41 4.47 3.27
H 0.83 2.89 2.65
H 0.06 5.03 -0.29
H 1.17 3.82 0.39
H 0.92 5.35 1.21
H -0.67 4.22 -2.00
H -1.75 5.31 -1.12
H -2.23 4.66 -2.68
H -1.41 1.59 -2.22
H -2.61 2.49 -3.15
H -3.12 1.30 -1.96
H -3.91 4.33 0.03
H -4.49 2.77 -0.55
H -4.28 4.10 -1.68



Entry 7:
20
Properties=species:S:1:pos:R:3 method="wB97M-V/def2-TZVPD" smiles="O=CC(=O)O.CN(C)C" homo_energy_ev=-8.79 orbital_gap_ha=0.321
O 2.86 1.50 -0.17
C 2.55 1.56 1.01
C 1.12 1.89 1.45
O 0.50 2.87 1.11
O 0.65 0.94 2.26
H 3.24 1.39 1.85
H -0.31 1.14 2.33
C -2.13 -1.30 -0.68
N -0.91 -0.55 -0.35
C 0.16 -1.48 0.01
C -0.50 0.26 -1.51
H -2.95 -0.61 -0.92
H -1.98 -1.98 -1.53
H -2.46 -1.89 0.19
H -0.11 -2.03 0.92
H 1.09 -0.94 0.23
H 0.37 -2.21 -0.78
H -1.31 0.94 -1.81
H 0.35 0.89 -1.25
H -0.23 -0.36 -2.37



Entry 8:
22
Properties=species:S:1:pos:R:3 method="wB97M-V/def2-TZVPD" charge=+1 smiles="C=CCC(=C)CC[NH3+]" homo_energy_ev=-12.03 orbital_gap_ha=0.302
C 2.65 -2.01 -1.50
C 1.78 -1.38 -0.67
C 0.69 -0.54 -1.08
C 0.61 0.61 -0.05
C 1.53 1.33 0.56
C -0.90 1.01 0.02
C -1.67 -0.10 0.73
N -2.74 0.67 1.49
H 3.57 -2.34 -1.15
H 2.60 -2.10 -2.55
H 1.93 -1.47 0.45
H -0.24 -1.12 -1.39
H 0.83 -0.17 -2.14
H 1.39 2.09 1.30
H 2.66 1.14 0.44
H -1.16 0.89 -1.04
H -0.94 2.15 0.25
H -2.27 -0.65 0.06
H -1.17 -0.75 1.39
H -3.08 1.42 0.93
H -3.57 0.06 1.66
H -2.49 1.25 2.31



Entry 9:
56
Properties=species:S:1:pos:R:3 method="wB97M-V/def2-TZVPD" spin_multiplicity=3 homo_energy_ev="-7.84 / -8.10" orbital_gap_ha="0.259 / 0.204"
Au 0.51 -0.03 -0.12
C 2.22 4.12 -0.57
C 1.94 2.76 -0.79
N 0.79 2.22 -0.47
C -0.17 2.99 0.10
C 0.03 4.35 0.40
C 1.28 4.91 0.04
C -1.00 5.09 1.02
C -2.19 4.48 1.34
C -2.41 3.13 1.02
C -1.44 2.38 0.38
N -1.56 1.05 0.07
C -2.74 0.54 -0.31
C -3.74 1.27 -0.96
C -4.95 0.67 -1.35
C -5.18 -0.66 -1.09
C -4.19 -1.45 -0.45
C -4.36 -2.82 -0.19
C -3.35 -3.52 0.42
C -2.17 -2.83 0.77
N -1.98 -1.56 0.55
C -2.96 -0.87 -0.07
H 3.19 4.52 -0.85
H 2.68 2.10 -1.22
H 1.47 5.95 0.24
H -0.84 6.13 1.25
H -2.96 5.04 1.84
H -3.34 2.66 1.30
H -3.54 2.30 -1.23
H -5.69 1.27 -1.87
H -6.11 -1.12 -1.39
H -5.29 -3.30 -0.46
H -3.45 -4.58 0.63
H -1.36 -3.36 1.27
C 4.99 0.11 0.35
C 3.66 -0.56 0.01
O 3.62 -1.69 -0.43
O 2.65 0.25 0.21
H 5.72 -0.66 0.57
H 4.89 0.80 1.18
H 5.33 0.66 -0.53
O 1.06 -2.36 2.26
C 1.12 -2.75 1.11
N 0.80 -2.04 -0.02
C 1.02 -2.77 -1.17
O 0.86 -2.38 -2.30
C 1.46 -4.14 -0.73
C 1.77 -5.26 -1.46
C 2.14 -6.40 -0.75
C 2.20 -6.39 0.64
C 1.89 -5.24 1.37
C 1.52 -4.13 0.65
H 1.73 -5.25 -2.54
H 2.39 -7.31 -1.29
H 2.50 -7.29 1.17
H 1.94 -5.22 2.45



Entry 10:
16
Properties=species:S:1:pos:R:3 method="wB97M-V/def2-TZVPD" spin_multiplicity=3 charge=+1 homo_energy_ev="-14.71 / -14.81" orbital_gap_ha="0.359 / 0.207"
C 2.46 1.45 -0.23
C -2.35 0.00 0.06
C -1.65 0.67 -0.92
C -1.69 -0.82 0.95
C -0.24 0.57 -1.01
C -0.27 -0.91 0.94
C 0.37 -0.16 0.00
C 1.83 0.00 0.08
N 2.83 2.49 -0.52
N 2.63 -0.91 0.27
O 3.02 -1.98 0.37
H -3.36 0.22 0.05
H -2.26 1.20 -1.65
H -2.12 -1.54 1.53
H 0.49 1.21 -1.56
H 0.30 -1.48 1.66



Entry 11:
19
Properties=species:S:1:pos:R:3 method="wB97M-V/def2-TZVPD" spin_multiplicity=3 homo_energy_ev="-5.24 / -8.55" orbital_gap_ha="0.226 / 0.241"
C 2.32 -0.49 0.71
C 0.31 -0.13 -0.12
C 1.13 -1.13 0.42
C 1.05 1.03 -0.14
C 0.47 2.22 -0.65
C -1.40 0.95 -1.04
C 0.82 -2.57 0.67
C -2.58 0.82 -0.14
N -0.74 2.14 -1.07
O 2.29 0.82 0.38
H 3.22 -0.86 1.16
H 0.98 3.17 -0.69
H -1.46 0.43 -1.99
H 1.69 -3.19 0.47
H 0.54 -2.72 1.71
H 0.00 -2.89 0.04
H -2.35 1.22 0.85
H -2.88 -0.22 -0.04
H -3.42 1.39 -0.55



Entry 12:
8
Properties=species:S:1:pos:R:3 method="wB97M-V/def2-TZVPD" charge=+1 smiles="NC(=[NH2+])I" homo_energy_ev=-14.59 orbital_gap_ha=0.324
N -0.32 1.18 0.00
C 0.21 -0.02 0.05
N -0.33 -1.23 -0.07
I 2.62 -0.05 0.01
H -1.25 1.28 -0.26
H 0.13 2.15 -0.04
H -1.37 -1.26 0.28
H 0.30 -2.05 0.01



Entry 13:
16
Properties=species:S:1:pos:R:3 method="wB97M-V/def2-TZVPD" homo_energy_ev=-8.45 orbital_gap_ha=0.143
C -1.15 -1.58 1.11
C -1.05 -1.40 -0.40
S -2.25 -0.26 -1.01
S 1.86 -0.03 0.74
C 2.69 1.56 0.70
H -1.10 -0.62 1.63
H -2.09 -2.06 1.39
H -0.32 -2.19 1.51
H -1.21 -2.37 -0.88
H -0.02 -1.03 -0.66
H 3.70 1.42 1.05
H 2.14 2.27 1.31
H 2.71 1.91 -0.34
H 0.72 1.04 -0.62
H -0.62 1.30 -1.24
O 0.28 1.67 -1.23



Entry 14:
10
Properties=species:S:1:pos:R:3 method="wB97M-V/def2-TZVPD" smiles="CC#CC(=O)O" homo_energy_ev=-10.57 orbital_gap_ha=0.404
C -2.88 0.05 0.01
C -1.41 -0.20 -0.07
C -0.24 -0.40 -0.05
C 1.23 -0.11 0.02
O 2.07 -0.95 0.02
O 1.53 1.18 0.00
H -3.11 0.01 1.12
H -3.09 1.02 -0.35
H -3.49 -0.75 -0.42
H 0.76 1.79 0.02



Entry 15:
12
Properties=species:S:1:pos:R:3 method="wB97M-V/def2-TZVPD" homo_energy_ev=-9.42 orbital_gap_ha=0.364
C -0.61 -0.36 -0.07
C 1.26 1.50 0.11
C -1.93 -1.15 0.00
N 0.44 -0.85 -0.65
O 2.70 -0.62 0.48
S -0.45 1.34 0.57
S 1.93 -0.10 -0.63
H 1.33 2.34 -0.76
H 1.85 1.78 0.90
H -1.68 -1.91 -0.59
H -2.65 -0.59 -0.42
H -2.20 -1.38 1.06



Entry 16:
7
Properties=species:S:1:pos:R:3 method="wB97M-V/def2-TZVPD" spin_multiplicity=3 homo_energy_ev="-5.99 / -11.97" orbital_gap_ha="0.239 / 0.292"
C 1.11 0.14 -0.07
C -1.26 -0.14 -0.17
N 0.22 0.76 -0.72
O -1.69 -0.94 -0.86
F 2.40 0.36 -0.15
F 0.88 -0.55 0.98
F -1.65 0.37 1.00



Entry 17:
91
Properties=species:S:1:pos:R:3 method="wB97M-V/def2-TZVPD" charge=+2 homo_energy_ev="-12.66 / -12.66" orbital_gap_ha="0.166 / 0.166"
Ti 0.19 1.02 0.84
C -1.43 1.59 -4.97
C -1.55 0.28 -4.75
C -0.65 -0.76 -5.33
C 0.86 -0.45 -5.33
C 1.48 0.34 -4.20
C 1.36 1.67 -4.04
C 1.00 2.52 -5.22
C -0.39 2.21 -5.86
C 1.57 0.13 2.35
H -2.21 2.27 -4.64
H -2.47 -0.11 -4.30
H -0.93 -0.93 -6.39
H -0.84 -1.72 -4.83
H 1.38 -1.42 -5.35
H 1.10 0.03 -6.29
H 2.29 -0.19 -3.67
H 1.69 2.20 -3.13
H 1.74 2.37 -6.03
H 1.06 3.59 -4.97
H -0.80 3.17 -6.21
H -0.22 1.60 -6.76
H 0.97 0.43 3.22
H 2.53 0.66 2.42
H 1.73 -0.95 2.44
P 2.03 -0.36 -0.12
P -0.62 -1.29 0.47
N 3.20 0.84 -0.57
N 3.28 -1.65 0.46
N -1.39 0.17 -0.42
N -2.15 -2.07 0.72
C 1.34 -1.31 -1.51
C 0.08 -2.05 -1.04
C 3.26 2.11 0.02
C 4.29 2.81 -0.59
C 4.87 1.97 -1.58
C 4.19 0.76 -1.55
C 4.25 -1.45 1.45
C 4.94 -2.63 1.69
C 4.38 -3.62 0.82
C 3.35 -3.00 0.11
C -1.80 1.37 0.31
C -2.18 2.31 -0.71
C -2.34 1.60 -1.89
C -1.85 0.30 -1.70
C -3.38 -2.02 0.04
C -4.26 -2.88 0.67
C -3.57 -3.48 1.78
C -2.28 -2.97 1.79
H 2.09 -1.97 -1.95
H 1.04 -0.58 -2.28
H -0.70 -2.05 -1.81
H 0.31 -3.10 -0.82
H 2.58 2.40 0.81
H 4.58 3.82 -0.35
H 5.70 2.22 -2.24
H 4.29 -0.14 -2.15
H 4.34 -0.49 1.94
H 5.75 -2.77 2.39
H 4.70 -4.65 0.72
H 2.66 -3.41 -0.61
H -2.39 1.17 1.20
H -2.36 3.38 -0.56
H -2.82 1.92 -2.80
H -1.90 -0.55 -2.36
H -3.51 -1.39 -0.83
H -5.28 -3.07 0.40
H -3.98 -4.19 2.48
H -1.42 -3.19 2.41
C -3.46 -0.71 4.45
N -2.13 -0.90 4.98
C -1.91 -2.21 5.56
C -1.02 -0.35 4.23
C -1.14 1.14 4.02
C -1.64 1.85 5.12
C -1.81 3.24 5.05
C -1.46 3.91 3.88
C -0.97 3.19 2.77
C -0.77 1.82 2.83
H -4.19 -1.13 5.16
H -3.59 -1.23 3.47
H -3.65 0.36 4.33
H -1.88 -3.02 4.82
H -0.97 -2.21 6.13
H -2.73 -2.43 6.26
H -0.12 -0.57 4.83
H -0.89 -0.89 3.27
H -1.94 1.30 6.01
H -2.21 3.78 5.91
H -1.56 4.99 3.84
H -0.74 3.73 1.84



| no. | E (hartree) | F_max (eV/Å) |
| --- | --- | --- |
| 1 | -474.6034 | 7.093 |
| 2 | -2316.9906 | 0.879 |
| 3 | -1611.6307 | 4.104 |
| 4 | -1638.7212 | 4.396 |
| 5 | -1933.1211 | 4.001 |
| 6 | -3051.3535 | 2.104 |
| 7 | -477.5544 | 2.054 |
| 8 | -329.5099 | 3.799 |
| 9 | -1734.0770 | 1.331 |
| 10 | -492.0956 | 6.376 |
| 11 | -440.0082 | 4.677 |
| 12 | -447.4224 | 4.120 |
| 13 | -991.7291 | 1.611 |
| 14 | -305.2357 | 3.163 |
| 15 | -1043.6175 | 5.510 |
| 16 | -505.5448 | 6.150 |
| 17 | -3205.0534 | 4.301 |